A structure of composition C3H7NO2S, computed with the ωB97M-V functional and the def2-TZVPD basis.

Geometry (Å):
H -0.484 0.687 -1.883
H 1.856 -1.932 0.423
O -1.343 -1.696 0.155
O 0.139 -0.434 1.887
N -1.181 -0.008 -1.455
C 0.454 1.541 0.385
C 0.180 0.055 0.590
C -0.874 -0.696 -0.298
S 1.898 -1.188 -0.576
H 0.840 1.679 -0.645
H -0.580 1.981 0.499
H 1.149 1.820 1.282
H -0.226 -1.438 1.836
H -1.828 -0.371 -2.200

Output
Spin multiplicity = 1
Total charge = 0

Atom charges from the Löwdin analysis, given in e for atoms 1 to 6: number 1, H, carries 0.13; number 2, H, carries -0.31; number 3, O, carries 0.06; number 4, O, carries -0.03; number 5, N, carries 0.13; number 6, C, carries -0.06

A structure of composition C31H44MgN4PS, computed with the ωB97M-V functional and the def2-TZVPD basis.

Geometry (Å):
H -0.406 -1.802 4.647
H -1.148 0.475 3.936
H -4.222 -4.044 1.734
H -2.465 1.374 2.157
C -2.084 -3.790 1.480
H -2.017 1.238 -0.765
H 4.595 3.312 0.008
C -0.178 -3.026 -4.049
C -0.035 -3.690 -2.842
C -1.031 1.660 -0.573
C 2.471 1.005 -6.765
H -3.467 -3.003 2.913
C -2.535 3.226 1.037
H -4.502 -1.395 1.540
C 1.000 -1.166 -3.111
N 2.588 1.899 -2.000
H -1.563 3.285 -1.882
C 2.396 0.347 -5.547
C -1.581 4.029 0.161
N 3.912 3.214 -0.721
C -3.816 -2.047 0.995
H -0.776 4.426 0.786
H -0.745 -0.759 6.000
C -0.053 -0.909 5.170
C -0.666 1.503 0.909
C 1.673 0.905 -4.496
H -4.345 -2.362 0.093
H -1.868 -4.739 1.972
C -3.464 -3.270 1.852
C -1.012 -2.762 1.861
H -3.312 2.777 0.412
H 2.628 -0.944 2.464
C 1.840 -1.023 3.220
C 0.788 0.072 2.976
H 2.913 -0.595 -5.411
C -0.113 0.283 4.221
C 0.615 -3.036 -1.810
C 1.591 0.205 -3.197
C -1.768 2.134 1.792
H 0.217 1.182 4.747
N 1.122 -1.810 -1.927
P -0.086 -0.187 1.378
H 0.249 -1.205 -5.113
C 0.346 -1.750 -4.186
H 0.585 3.718 -6.028
C 1.367 -1.134 5.698
H 0.487 2.569 -3.844
S 3.583 0.846 0.379
H -0.110 -2.928 1.261
H -0.693 -3.493 -4.877
H 1.352 0.992 2.784
H -1.972 -0.976 2.617
Mg 1.762 -0.496 -0.376
C 1.813 2.214 -6.939
C 2.427 -0.861 4.618
H -0.346 1.106 -1.219
C 1.092 2.772 -5.893
H 0.263 2.073 1.057
C 3.294 2.031 -0.896
H -1.300 2.571 2.677
N 1.994 0.676 -2.074
H 2.810 0.159 4.710
H 0.033 3.431 -1.170
H 0.736 -3.515 -0.845
H 3.286 -1.521 4.749
H -3.052 3.866 1.752
C -1.000 3.143 -0.957
H 1.544 -0.482 6.555
H 1.861 2.724 -7.892
C 1.027 2.125 -4.669
H 3.907 3.869 -1.486
H -2.858 -0.218 0.369
H 1.409 -2.023 3.118
H -0.421 -4.688 -2.691
C -2.570 -1.246 0.583
H -2.144 -1.646 -0.345
H 3.044 0.575 -7.575
H -2.084 4.896 -0.268
H -0.714 -2.913 2.900
H -2.051 -3.988 0.404
H 1.460 -2.156 6.068
C -1.507 -1.307 1.681

Output
Spin multiplicity = 1
Total charge = +1

Atom charges from the Löwdin analysis, given in e for atoms 1 to 6: number 1, H, carries 0.09; number 2, H, carries 0.08; number 3, H, carries 0.11; number 4, H, carries 0.10; number 5, C, carries -0.19; number 6, H, carries 0.10

In eV, the relative energy (zero: lowest compared OMol25 entry of this formula, charge and spin) values for the records above are, in order, 2.192, 0.000.
In eV/Å, the F_max values for the records above are, in order, 3.65, 0.33.
In hartree, the DFT total energy values for the records above are, in order, -721.88209, -2366.25702.